{
  "formula": "C7H12O2",
  "method": "ωB97M-V/def2-TZVPD",
  "elements": ["C", "C", "C", "C", "C", "O", "H", "H", "H", "H", "H", "H", "H", "H", "C", "C", "O", "H", "H", "H", "H"],
  "xyz": [[-1.44, 1.26, 0.56], [-1.42, 0.18, -0.24], [-2.18, 0.15, -1.54], [-0.99, -1.17, 0.24], [-0.71, -1.34, 1.71], [-0.74, -2.05, -0.55], [-1.78, 2.22, 0.21], [-0.99, 1.25, 1.54], [-1.58, -0.39, -2.28], [-3.12, -0.39, -1.42], [-2.41, 1.15, -1.89], [-0.44, -2.38, 1.92], [-1.58, -1.06, 2.30], [0.13, -0.71, 2.01], [3.32, 0.54, -0.67], [2.04, 0.37, 0.07], [1.84, 0.72, 1.20], [3.71, -0.44, -0.95], [3.13, 1.09, -1.59], [4.05, 1.07, -0.06], [1.15, -0.06, -0.56]],
  "molar_mass_g_mol": 128.17,
  "lumo_energy_ev": 0.54,
  "homo_lumo_gap_ev": 10.18,
  "fmax_ev_per_a": 1.9,
  "relative_energy_kcal_mol": 21.79,
  "smiles": "C=C(C)C(C)=O.CC=O"
}